1.
{"formula": "C4H16N4", "method": "ωB97M-V with the def2-TZVPD basis set", "total_charge": 2, "energy_ha": -380.39003, "elements": ["N", "N", "N", "N", "C", "C", "C", "C", "H", "H", "H", "H", "H", "H", "H", "H", "H", "H", "H", "H", "H", "H", "H", "H"], "xyz": [[-0.5547, 2.7308, -1.2440], [-0.2216, -3.8302, 0.7869], [-0.6829, -1.5034, -0.3455], [1.0261, 1.4362, -2.2704], [-0.5107, 0.5081, 1.0780], [0.6088, 2.0924, -1.2343], [0.2330, 1.3881, 2.0481], [0.0272, -0.3785, 0.2396], [0.4778, 1.5125, -3.1823], [1.1059, -0.2798, 0.1082], [-1.2812, 2.6617, -2.1550], [-0.6860, -2.8994, 0.5134], [-0.8349, -4.5607, 0.9004], [-0.2019, -1.9266, -1.2128], [0.3317, -3.6933, 1.5997], [1.3583, 2.2920, -0.4308], [-0.8126, 3.0324, -0.3584], [-1.6275, 0.4493, 1.1839], [-0.2575, 2.2588, 2.3069], [1.2614, 1.6320, 1.6679], [0.2850, 0.8589, 2.9029], [2.0410, 1.2190, -2.2889], [-1.5553, -0.9837, -0.6021], [0.4708, -4.0163, -0.0111]], "nbo_charge": [-0.7208, -0.8772, -0.8700, -0.7289, -0.2103, 0.3984, -0.6324, -0.0832, 0.4407, 0.1913, 0.4617, 0.4613, 0.4414, 0.3973, 0.4402, 0.2515, 0.4316, 0.2133, 0.2361, 0.2019, 0.2507, 0.4487, 0.4173, 0.4394]}

2.
{"formula": "C14H22F3NO11P", "method": "ωB97M-V with the def2-TZVPD basis set", "total_charge": 1, "energy_ha": -2069.80436, "elements": ["P", "F", "F", "F", "O", "O", "O", "O", "O", "O", "O", "O", "O", "O", "O", "N", "C", "C", "C", "C", "C", "C", "C", "C", "C", "C", "C", "C", "C", "C", "H", "H", "H", "H", "H", "H", "H", "H", "H", "H", "H", "H", "H", "H", "H", "H", "H", "H", "H", "H", "H", "H"], "xyz": [[-1.8883, -3.9754, 0.8770], [1.4029, 3.3236, -0.7818], [5.3787, 3.9368, -4.4357], [0.7795, 0.4172, 3.4549], [0.6641, -1.8431, 3.4187], [2.2001, -2.3544, 4.9391], [3.4407, 0.8692, 0.5212], [5.9998, 5.3153, -2.7558], [-6.5502, -2.7369, -0.4125], [4.0597, 6.3258, -2.3358], [5.9393, 7.0804, -1.3454], [4.9647, 0.6923, -1.1349], [1.2914, -3.9852, 3.6649], [-4.8913, -3.4454, -1.7483], [3.1481, 2.0176, -1.3647], [-0.4110, -3.2559, 0.8863], [-5.7672, -2.4768, -1.2692], [3.8020, 5.3717, -3.3652], [-6.5887, -0.0855, -1.5317], [3.9647, 1.1421, -0.7008], [1.9133, 2.0756, -0.6839], [2.3124, 1.7177, 0.7344], [-5.5949, -1.1633, -1.9697], [0.7837, -0.6863, 4.2380], [5.3916, 6.3262, -2.0720], [1.4006, -2.8514, 3.9957], [-4.1236, -4.0883, -0.7622], [4.9972, 4.4478, -3.2431], [2.1275, -0.9209, 4.9062], [-3.0300, -3.1524, -0.2239], [2.1996, -0.5195, 5.9115], [-3.6553, -4.9377, -1.2604], [2.8476, 4.8821, -3.1942], [1.2167, 1.3780, -1.1544], [-0.0664, -0.6401, 4.9191], [-5.6637, -1.3492, -3.0445], [-6.0877, 0.8775, -1.4470], [2.9372, -0.5332, 4.2866], [-2.4441, -4.0191, 2.1579], [1.5473, 1.1879, 1.2921], [-7.0286, -0.3227, -0.5643], [4.8617, 3.6301, -2.5339], [3.8015, 5.8675, -4.3373], [-4.5625, -0.8348, -1.8092], [2.6179, 2.6131, 1.2785], [-2.4106, -2.7988, -1.0541], [-1.7145, -5.2956, 0.4664], [0.3634, -3.9118, 0.8532], [-3.4366, -2.2832, 0.3024], [-4.7672, -4.4648, 0.0389], [-0.2770, -2.5910, 1.6464], [-7.3955, 0.0270, -2.2532]], "nbo_charge": [1.3194, -0.3203, -0.3224, -0.3252, -0.5509, -0.4547, -0.4910, -0.4920, -0.5353, -0.4883, -0.5449, -0.5282, -0.5675, -0.5268, -0.5059, -1.1343, 0.8010, -0.1290, -0.6183, 0.9655, 0.4497, -0.1341, -0.5238, 0.4478, 0.9661, 0.9781, -0.0693, 0.4446, -0.1321, -0.7898, 0.2305, 0.2076, 0.2050, 0.1466, 0.1666, 0.2567, 0.2184, 0.2185, 0.0138, 0.2065, 0.2340, 0.1557, 0.2040, 0.2236, 0.2113, 0.2810, 0.0310, 0.4441, 0.2716, 0.2114, 0.4461, 0.2276]}

3.
{"formula": "C18H29MnN5Se2", "method": "ωB97M-V with the def2-TZVPD basis set", "total_charge": 3, "spin_multiplicity": 5, "energy_ha": -6930.01390, "elements": ["Se", "Se", "Mn", "N", "N", "N", "N", "N", "C", "C", "C", "C", "C", "C", "C", "C", "C", "C", "C", "C", "C", "C", "C", "C", "C", "C", "H", "H", "H", "H", "H", "H", "H", "H", "H", "H", "H", "H", "H", "H", "H", "H", "H", "H", "H", "H", "H", "H", "H", "H", "H", "H", "H", "H", "H"], "xyz": [[2.8154, 0.9915, -0.7771], [0.6463, 3.3587, 0.0302], [0.4820, 1.0459, 0.2179], [0.7770, -2.0323, -1.1219], [-1.5424, 1.0577, 0.4262], [0.6614, -0.7517, 0.8086], [-3.6435, 1.1620, 1.0657], [0.6268, -3.1006, 0.9222], [-3.0365, 0.2912, -2.8962], [-3.6818, 0.8469, -0.2854], [0.4277, -3.1204, 2.3748], [-2.0038, 0.5215, -2.0117], [-4.7256, 0.6142, -1.1740], [-2.3445, 0.7910, -0.6874], [2.3844, 3.8918, -0.7174], [0.7375, -3.2528, -1.9349], [0.7383, -0.6932, 2.2760], [4.0864, 1.2435, 0.6702], [0.8001, -4.3954, 0.2461], [0.6805, -1.9787, 0.2160], [-2.3713, 1.2860, 1.4389], [-0.1144, -1.7975, 2.8768], [-4.3759, 0.3318, -2.4791], [2.9169, 2.7805, -1.5953], [-0.0869, 5.0045, 0.7308], [0.1260, -4.3697, -1.1142], [1.7756, -0.7968, 2.6078], [2.2069, 4.7879, -1.3113], [0.8527, -1.1554, -1.5969], [-2.8244, 0.0860, -3.9368], [3.0533, 4.1421, 0.1031], [-2.0712, 1.5320, 2.4461], [-1.1538, -1.6690, 2.5678], [2.3735, 2.7044, -2.5359], [-0.2734, -3.9200, 2.6110], [-5.1578, 0.1497, -3.2034], [3.9718, 2.9406, -1.8221], [1.8667, -4.6127, 0.1444], [-0.1760, 5.7112, -0.0902], [5.0609, 1.4053, 0.2126], [1.3727, -3.3640, 2.8674], [-5.7606, 0.6641, -0.8628], [1.7468, -3.5140, -2.2577], [4.1162, 0.3336, 1.2646], [-4.4479, 1.2767, 1.6665], [-0.0697, -1.7681, 3.9640], [-0.9655, 0.5302, -2.3324], [0.2644, -5.3240, -1.6175], [0.3812, 0.2949, 2.6066], [-1.0678, 4.7840, 1.1435], [-0.9461, -4.2043, -0.9909], [3.8106, 2.0914, 1.2914], [0.5721, 5.3877, 1.5053], [0.3628, -5.1644, 0.8782], [0.1458, -3.0551, -2.8280]], "mulliken_spin": [-0.1130, 0.0152, 4.1224, 0.0128, -0.0814, -0.0917, 0.0065, 0.0236, 0.0127, -0.0106, 0.0012, 0.0101, 0.0006, -0.0252, 0.0127, -0.0022, 0.0070, 0.0118, -0.0048, 0.0267, 0.0062, 0.0066, 0.0011, -0.0078, -0.0089, 0.0047, 0.0039, 0.0010, 0.0216, 0.0001, 0.0018, -0.0001, -0.0010, -0.0031, -0.0008, 0.0001, -0.0059, 0.0013, 0.0005, -0.0031, 0.0008, -0.0002, 0.0020, 0.0016, -0.0006, 0.0004, 0.0187, -0.0005, 0.0240, -0.0001, -0.0008, -0.0012, 0.0026, -0.0002, 0.0012]}